(1)
This record from the Open Molecules 2025 dataset describes a 2-piece molecular cluster, C3H5NO2 overall in a non-equilibrium geometry. The level of theory is wB97M-V/def2-TZVPD.

Output
Charge: 0
ΔE to the lowest compared entry with this formula, charge and spin in kcal per mole: 37.1
SMILES string: C=C=O.NC=O
LUMO level in eV: 0.9
Calculated total energy in eV: -8776.0849

Cartesian coordinates (Å):
C  -1.601  0.209  -0.288
C  -1.163  -1.032  -0.506
O  -0.963  -2.079  -0.975
O  0.475  -1.065  0.945
C  1.350  -0.238  0.711
N  1.191  0.857  -0.052
H  -1.477  0.700  0.667
H  0.265  0.994  -0.469
H  -2.371  0.521  -0.979
H  2.348  -0.372  1.151
H  1.945  1.505  -0.206

Charges obtained by Mulliken population analysis, quoted in units of e: number 1, C, carries -1.38; number 2, C, carries 0.94; number 3, O, carries -0.39; number 4, O, carries -0.58; number 5, C, carries 0.13; number 6, N, carries -0.28; number 7, H, carries 0.41; number 8, H, carries 0.26; number 9, H, carries 0.31; number 10, H, carries 0.37; number 11, H, carries 0.22



(2)
This record from the Open Molecules 2025 dataset describes one molecule with the formula C13H18BrNO3 in a non-equilibrium geometry. The level of theory is wB97M-V/def2-TZVPD.

Output
Charge: 0
SMILES string: CCCOc1c(Br)cc(C(=O)NCC)cc1OC
LUMO level in eV: 0.5
Calculated total energy in eV: -91437.6681

Cartesian coordinates (Å):
C  3.957  0.441  -3.029
C  3.129  0.408  -1.741
C  3.367  -1.020  -1.055
H  3.092  -1.753  -1.702
H  4.594  -0.951  -1.118
O  3.120  -0.958  0.269
C  1.834  -0.946  0.492
C  0.933  -2.267  0.159
C  -0.400  -2.326  0.365
C  -1.127  -1.056  0.742
C  -0.392  -0.118  0.897
C  1.018  0.006  0.583
O  1.727  1.422  0.693
C  1.098  2.367  1.276
H  0.372  2.805  0.364
H  2.045  3.188  1.398
H  0.667  2.507  2.244
H  -0.866  1.031  1.209
C  -2.720  -1.278  0.938
O  -3.050  -2.211  1.592
N  -3.260  -0.147  0.403
H  -2.666  0.495  0.157
C  -4.717  -0.129  0.713
C  -4.993  1.151  1.622
H  -4.857  1.945  0.763
H  -6.254  1.262  1.593
H  -4.607  1.337  2.436
H  -5.126  -1.079  1.146
H  -5.062  0.049  -0.262
H  -0.958  -3.166  0.484
Br  1.848  -3.947  -0.109
H  2.192  0.486  -2.056
H  3.577  1.138  -1.098
H  3.691  -0.267  -3.813
H  5.103  0.392  -3.005
H  3.692  1.187  -3.548

Charges obtained by Mulliken population analysis, quoted in units of e: number 1, C, carries -1.65; number 2, C, carries -0.16; number 3, C, carries -0.76; number 4, H, carries 0.44; number 5, H, carries 0.30; number 6, O, carries -0.38; number 7, C, carries 0.67; number 8, C, carries 0.01; number 9, C, carries -0.97; number 10, C, carries 0.62; number 11, C, carries -0.43; number 12, C, carries 0.40; number 13, O, carries -0.25; number 14, C, carries -0.97; number 15, H, carries 0.38; number 16, H, carries 0.17; number 17, H, carries 0.35; number 18, H, carries 0.15; number 19, C, carries 0.17; number 20, O, carries -0.59; number 21, N, carries -0.19; number 22, H, carries 0.22; number 23, C, carries -0.63; number 24, C, carries -1.10; number 25, H, carries 0.26; number 26, H, carries 0.25; number 27, H, carries 0.50; number 28, H, carries 0.36; number 29, H, carries 0.44; number 30, H, carries 0.60; number 31, Br, carries -0.16; number 32, H, carries 0.38; number 33, H, carries 0.24; number 34, H, carries 0.40; number 35, H, carries 0.33; number 36, H, carries 0.59



(3)
This record from the Open Molecules 2025 dataset describes one molecule with the formula C3H11BN2O in a non-equilibrium geometry. The level of theory is wB97M-V/def2-TZVPD.

Output
Charge: 0
ΔE to the lowest compared entry with this formula, charge and spin in kcal per mole: 10.7
SMILES string: CNB(NC)OC
LUMO level in eV: 0.6
Calculated total energy in eV: -8995.3746

Cartesian coordinates (Å):
B  -0.347  0.174  -0.240
C  -0.969  -0.935  -2.429
C  0.223  1.659  1.812
C  1.577  -1.190  0.839
N  -1.184  -0.002  -1.345
N  -0.625  1.066  0.804
O  0.941  -0.850  -0.350
H  -0.048  -1.470  -2.221
H  -1.795  -1.652  -2.507
H  -0.869  -0.411  -3.386
H  0.256  2.749  1.699
H  -0.140  1.429  2.822
H  1.236  1.282  1.709
H  2.062  -2.160  0.684
H  0.879  -1.284  1.681
H  2.355  -0.464  1.118
H  -2.019  0.555  -1.448
H  -1.534  1.505  0.757

Charges obtained by Mulliken population analysis, quoted in units of e: number 1, B, carries 0.35; number 2, C, carries -0.69; number 3, C, carries -0.78; number 4, C, carries -0.74; number 5, N, carries -0.22; number 6, N, carries -0.24; number 7, O, carries -0.55; number 8, H, carries 0.24; number 9, H, carries 0.27; number 10, H, carries 0.27; number 11, H, carries 0.30; number 12, H, carries 0.29; number 13, H, carries 0.27; number 14, H, carries 0.26; number 15, H, carries 0.34; number 16, H, carries 0.24; number 17, H, carries 0.21; number 18, H, carries 0.19



(4)
This record from the Open Molecules 2025 dataset describes C28H26BN5O6PSTa as an isolated structure in a non-equilibrium geometry. The level of theory is wB97M-V/def2-TZVPD.

Output
Charge: 0
ΔE to the lowest compared entry with this formula, charge and spin in kcal per mole: 39.6
LUMO level in eV: -1.2
Calculated total energy in eV: -71548.7987

Cartesian coordinates (Å):
Ta  -0.409  -0.120  0.479
O  2.130  -3.275  -0.184
C  1.846  -2.216  0.293
O  0.778  -1.502  -0.086
C  2.683  -1.517  1.354
P  2.247  0.270  1.276
C  3.360  0.843  -0.063
C  4.080  -0.029  -0.877
C  4.918  0.466  -1.867
C  5.036  1.832  -2.070
C  4.272  2.707  -1.311
C  3.429  2.214  -0.330
C  2.979  0.939  2.825
C  3.961  1.928  2.852
C  4.435  2.416  4.060
C  3.949  1.920  5.259
C  2.983  0.926  5.244
C  2.492  0.448  4.040
H  3.742  -1.727  1.242
H  2.354  -1.894  2.317
H  4.001  -1.101  -0.762
H  5.480  -0.224  -2.483
H  5.709  2.214  -2.826
H  4.325  3.773  -1.489
H  2.805  2.896  0.235
H  4.390  2.306  1.938
H  5.189  3.193  4.060
H  4.324  2.303  6.199
H  2.601  0.525  6.174
H  1.721  -0.306  4.046
B  -3.642  -0.928  -0.930
N  -3.516  0.444  -0.225
C  -4.546  1.195  0.157
C  -4.076  2.240  0.940
C  -2.708  2.047  0.976
N  -2.370  0.963  0.257
N  -2.445  -1.086  -1.892
C  -2.484  -1.630  -3.102
C  -1.184  -1.769  -3.577
C  -0.394  -1.274  -2.558
N  -1.166  -0.850  -1.540
H  -4.652  -0.936  -1.573
H  -3.593  -1.805  -0.110
H  -5.550  0.934  -0.130
H  -4.641  3.024  1.412
H  -1.953  2.615  1.490
H  -3.425  -1.889  -3.557
H  -0.866  -2.181  -4.518
H  0.677  -1.184  -2.504
C  0.277  1.718  -0.858
C  -0.697  2.329  -1.812
C  -1.467  3.445  -1.473
C  -2.446  3.933  -2.316
C  -2.650  3.343  -3.563
C  -1.813  2.303  -3.967
C  -0.849  1.820  -3.105
C  -3.684  3.814  -4.429
N  -4.517  4.189  -5.128
H  0.582  2.481  -0.131
H  1.169  1.425  -1.417
H  -1.297  3.940  -0.527
H  -3.057  4.775  -2.021
H  -1.921  1.882  -4.958
H  -0.198  1.022  -3.432
O  -0.594  0.810  2.211
S  -0.963  -0.566  2.794
O  -1.576  -0.496  4.067
O  0.300  -1.294  2.678
O  -1.809  -1.120  1.684

Charges obtained by Mulliken population analysis, quoted in units of e: number 1, Ta, carries 1.78; number 2, O, carries -0.62; number 3, C, carries 0.37; number 4, O, carries -0.49; number 5, C, carries -1.28; number 6, P, carries 1.39; number 7, C, carries 0.89; number 8, C, carries -0.66; number 9, C, carries -0.88; number 10, C, carries -0.62; number 11, C, carries -0.95; number 12, C, carries -0.41; number 13, C, carries 0.62; number 14, C, carries -0.46; number 15, C, carries -0.79; number 16, C, carries -0.47; number 17, C, carries -0.92; number 18, C, carries -0.47; number 19, H, carries 0.70; number 20, H, carries 0.58; number 21, H, carries 0.34; number 22, H, carries 0.44; number 23, H, carries 0.41; number 24, H, carries 0.44; number 25, H, carries 0.58; number 26, H, carries 0.46; number 27, H, carries 0.41; number 28, H, carries 0.39; number 29, H, carries 0.43; number 30, H, carries 0.33; number 31, B, carries 0.26; number 32, N, carries -0.21; number 33, C, carries -0.26; number 34, C, carries -1.36; number 35, C, carries -0.46; number 36, N, carries 0.89; number 37, N, carries -0.15; number 38, C, carries -0.23; number 39, C, carries -1.22; number 40, C, carries -0.38; number 41, N, carries 0.36; number 42, H, carries -0.16; number 43, H, carries -0.16; number 44, H, carries 0.51; number 45, H, carries 0.48; number 46, H, carries 0.63; number 47, H, carries 0.47; number 48, H, carries 0.44; number 49, H, carries 0.60; number 50, C, carries -1.75; number 51, C, carries 0.70; number 52, C, carries -0.13; number 53, C, carries -0.84; number 54, C, carries 0.42; number 55, C, carries -0.96; number 56, C, carries -0.31; number 57, C, carries -0.04; number 58, N, carries -0.55; number 59, H, carries 0.79; number 60, H, carries 0.60; number 61, H, carries 0.40; number 62, H, carries 0.50; number 63, H, carries 0.49; number 64, H, carries 0.50; number 65, O, carries -0.63; number 66, S, carries 0.93; number 67, O, carries -0.70; number 68, O, carries -0.38; number 69, O, carries -0.59